1.
ORCA calculation (the ωB97M-V functional and the def2-TZVPD basis) on a molecular structure, C35H42IN4O3RuS4 in a non-equilibrium geometry.

Geometry as XYZ:
```
90
C35H42IN4O3RuS4 the ωB97M-V functional and the def2-TZVPD basis
Ru -0.46 -0.49 -0.95
C 2.20 -1.74 -4.02
C 2.71 -0.33 -3.81
S 2.10 0.39 -2.23
C 1.85 2.12 -2.80
C 1.15 2.98 -1.76
S -0.34 2.28 -0.94
C -1.71 2.91 -1.98
C -1.72 2.43 -3.42
S -1.64 0.60 -3.53
C -0.63 0.37 -5.05
C -0.32 -1.10 -5.27
S 0.40 -1.96 -3.82
H 2.62 -2.42 -3.28
H 2.46 -2.09 -5.02
H 2.40 0.32 -4.63
H 3.80 -0.33 -3.77
H 1.29 2.11 -3.74
H 2.84 2.53 -3.00
H 0.85 3.93 -2.20
H 1.83 3.18 -0.94
H -1.67 4.00 -1.95
H -2.60 2.58 -1.45
H -0.87 2.85 -3.97
H -2.65 2.74 -3.90
H 0.28 0.96 -4.95
H -1.22 0.75 -5.89
H 0.37 -1.23 -6.10
H -1.23 -1.66 -5.47
C 0.17 5.50 0.51
O 0.59 4.24 1.00
C 0.34 3.95 2.31
C -0.29 4.82 3.19
C -0.47 4.47 4.51
C -0.02 3.25 4.98
C 0.59 2.36 4.10
C 0.75 2.68 2.76
N 1.31 1.81 1.82
C 1.09 0.49 1.66
N 0.40 -0.16 2.67
C -0.63 -1.03 2.46
C -1.33 -1.16 1.23
C -2.48 -1.93 1.29
C -2.89 -2.60 2.45
C -2.17 -2.52 3.62
C -1.03 -1.73 3.65
O -0.25 -1.52 4.73
C -0.60 -2.12 5.96
N 1.42 -0.15 0.57
C 1.72 -1.50 0.69
C 1.33 -2.45 -0.27
C 1.66 -3.78 -0.13
C 2.41 -4.20 0.97
C 2.85 -3.27 1.89
C 2.53 -1.93 1.77
O 2.94 -0.98 2.68
C 4.34 -0.79 2.79
H 0.54 5.56 -0.52
H 0.61 6.32 1.08
H -0.92 5.58 0.52
H -0.65 5.78 2.85
H -0.94 5.17 5.19
H -0.13 2.98 6.02
H 0.97 1.44 4.50
H 1.74 2.27 1.02
H 0.77 -0.17 3.62
H -3.11 -2.05 0.43
H -3.79 -3.20 2.42
H -2.50 -3.04 4.50
H 0.14 -1.78 6.68
H -0.57 -3.21 5.88
H -1.59 -1.81 6.28
H 0.78 -2.13 -1.18
H 1.35 -4.49 -0.88
H 2.64 -5.24 1.09
H 3.45 -3.60 2.73
H 4.50 -0.22 3.70
H 4.71 -0.23 1.93
H 4.87 -1.74 2.85
I -3.01 -5.61 -3.64
C -3.28 -3.68 -2.84
C -4.52 -3.05 -2.89
C -4.63 -1.78 -2.35
C -3.51 -1.18 -1.80
N -2.32 -1.79 -1.75
C -2.21 -3.02 -2.24
H -5.37 -3.54 -3.33
H -5.58 -1.26 -2.36
H -3.55 -0.20 -1.35
H -1.25 -3.51 -2.15
```

Summary:
LUMO level (alpha / beta): -4.287 / -7.441 eV
total charge: +2
spin multiplicity: 6
HOMO-LUMO gap (alpha / beta): 8.2 / 5.3 eV
max |F|: 1.40 eV/Å
total energy: -3788.3336 Eh
highest occupied orbital energy (alpha / beta): -12.479 / -12.764 eV
expectation value of S²: 8.782
ΔE to the lowest compared entry with this formula, charge and spin: 0.000 eV

---

2.
ORCA calculation (the ωB97M-V functional and the def2-TZVPD basis) on 7 unconnected molecules or ions with the total composition C35H69BO9 in a non-equilibrium geometry.

Geometry as XYZ:
```
114
C35H69BO9 the ωB97M-V functional and the def2-TZVPD basis
C 2.40 3.31 1.14
B 1.56 3.27 -0.31
O 2.21 3.07 -1.63
C -0.10 3.42 -0.17
C -0.67 4.43 0.82
C -2.32 4.57 1.01
O -2.91 5.74 1.27
C -3.15 3.12 0.85
C -4.50 2.75 1.73
C -5.20 1.28 1.52
C -4.54 0.18 0.45
C -3.20 0.53 -0.48
C -2.53 2.02 -0.24
C -1.16 2.50 -1.08
O -0.95 2.21 -2.37
H 3.47 2.81 1.00
H 2.48 4.42 1.55
H 1.87 2.69 1.99
H 2.60 2.15 -1.64
H 0.11 5.05 1.46
H -4.91 3.53 2.50
H -6.18 1.03 2.16
H -5.01 -0.89 0.32
H -2.80 -0.28 -1.24
C 7.55 4.88 0.04
C 7.22 3.75 -0.92
O 5.84 3.39 -0.93
C 4.92 4.41 -1.31
C 5.13 4.92 -2.72
H 7.20 4.64 1.05
H 8.63 5.05 0.08
H 7.07 5.81 -0.26
H 7.78 2.86 -0.62
H 7.56 3.99 -1.94
H 4.93 5.23 -0.59
H 3.92 3.96 -1.25
H 6.09 5.44 -2.82
H 4.35 5.63 -3.00
H 5.13 4.09 -3.44
C -1.19 8.10 4.68
C -0.57 6.73 4.91
O 0.67 6.56 4.22
C 1.73 7.45 4.57
C 2.14 7.35 6.02
H -1.30 8.30 3.61
H -2.18 8.15 5.16
H -0.58 8.90 5.11
H -1.25 5.97 4.52
H -0.44 6.53 5.97
H 1.46 8.47 4.30
H 2.58 7.17 3.94
H 1.34 7.68 6.69
H 3.02 7.98 6.22
H 2.39 6.32 6.29
C -0.17 -0.31 -4.45
C -1.66 -0.49 -4.67
O -1.98 -0.99 -5.97
C -1.46 -2.27 -6.30
C -1.94 -3.38 -5.38
H 0.27 0.32 -5.24
H 0.02 0.17 -3.48
H 0.36 -1.26 -4.46
H -2.15 0.49 -4.59
H -2.10 -1.12 -3.90
H -0.37 -2.24 -6.34
H -1.80 -2.49 -7.32
H -1.57 -3.25 -4.36
H -1.59 -4.36 -5.74
H -3.03 -3.40 -5.34
C -2.94 -7.79 -1.25
C -2.60 -6.52 -2.00
O -1.23 -6.14 -1.90
C -0.28 -7.07 -2.42
C -0.44 -7.34 -3.91
H -2.62 -7.72 -0.21
H -4.02 -7.98 -1.29
H -2.44 -8.66 -1.69
H -3.18 -5.69 -1.57
H -2.90 -6.58 -3.05
H -0.30 -8.00 -1.85
H 0.71 -6.62 -2.25
H -1.39 -7.84 -4.12
H 0.37 -7.98 -4.27
H -0.43 -6.40 -4.47
C 0.96 -2.34 1.15
C 1.30 -1.06 0.40
O 2.67 -0.69 0.50
C 3.62 -1.61 -0.02
C 3.46 -1.88 -1.51
H 1.28 -2.27 2.19
H -0.12 -2.53 1.11
H 1.46 -3.21 0.71
H 0.72 -0.24 0.83
H 1.00 -1.13 -0.65
H 3.60 -2.54 0.55
H 4.61 -1.17 0.15
H 2.51 -2.39 -1.72
H 4.27 -2.52 -1.87
H 3.47 -0.95 -2.07
C -5.15 -5.30 4.50
C -4.26 -6.42 3.99
O -4.36 -6.63 2.58
C -4.00 -5.53 1.75
C -2.56 -5.09 1.91
H -6.19 -5.47 4.20
H -5.11 -5.25 5.59
H -4.85 -4.33 4.10
H -4.56 -7.36 4.47
H -3.22 -6.25 4.27
H -4.69 -4.70 1.90
H -4.15 -5.87 0.71
H -2.37 -4.69 2.91
H -2.31 -4.32 1.18
H -1.88 -5.94 1.77
```

Summary:
LUMO level: -1.695 eV
spin multiplicity: 1
SMILES string: CB(O)C1=CC(=O)c2ccccc2C1=O.CCOCC.CCOCC.CCOCC.CCOCC.CCOCC.CCOCC
HOMO-LUMO gap: 7.4 eV
max |F|: 8.39 eV/Å
total energy: -2076.4594 Eh
highest occupied orbital energy: -9.122 eV
ΔE to the lowest compared entry with this formula, charge and spin: 11.101 eV